Entry 1:
35
Properties=species:S:1:pos:R:3:nbo_charge:R:1 method="wB97M-V/def2-TZVPD" de_lowest_kj_mol=84.9 smiles=CCc1ccc(O)cc1.Cc1ccc(O)cc1 homo_lumo_gap_ev=8.90 lumo_ev=0.69 energy_ha=-732.83398
C -0.93231 -2.45868 2.81955 -0.596
C -1.47076 -1.06250 3.21117 -0.425
C -1.00959 0.02548 2.28208 0.017
C -0.14868 0.99467 2.77754 -0.199
C 0.26696 2.05682 1.98563 -0.296
C -0.30766 2.18387 0.72429 0.298
O 0.07489 3.19854 -0.10704 -0.671
C -1.35444 1.38708 0.32843 -0.254
C -1.68227 0.26653 1.09541 -0.207
H 0.13838 -2.36563 2.82426 0.197
H -1.18776 -2.62245 1.78157 0.198
H -1.15691 -3.27344 3.49907 0.210
H -2.54991 -1.15591 3.33714 0.204
H -1.04288 -0.91187 4.18262 0.199
H 0.33005 0.91478 3.74816 0.207
H 1.04641 2.73909 2.28182 0.206
H 0.71996 3.77934 0.32874 0.477
H -2.01965 1.72604 -0.45792 0.224
H -2.49722 -0.32617 0.73814 0.213
C -1.72703 -1.93382 -2.46915 -0.635
C -0.44043 -1.28917 -2.06535 -0.060
C 0.39803 -1.75128 -1.07468 -0.189
C 1.67224 -1.25643 -0.87493 -0.286
C 2.10255 -0.23988 -1.70020 0.293
O 3.36846 0.28784 -1.76331 -0.680
C 1.23675 0.31872 -2.63549 -0.254
C -0.03417 -0.19909 -2.83591 -0.170
H -2.00502 -2.80347 -1.88198 0.214
H -1.70393 -2.27995 -3.51515 0.219
H -2.60616 -1.29681 -2.62205 0.218
H 0.02187 -2.54773 -0.43965 0.209
H 2.29137 -1.60754 -0.06193 0.214
H 3.83810 0.20559 -0.92187 0.477
H 1.54940 1.07178 -3.35134 0.222
H -0.69493 0.22786 -3.58245 0.208


Entry 2:
114
Properties=species:S:1:pos:R:3:lowdin_charge:R:1 method="wB97M-V/def2-TZVPD" smiles="CC(C)=Nc1cccc2c1C(=O)c1cccc(Cc3ccccc3C)c1C2=O.C[C@@H]1COC(=O)O1.C[C@@H]1COC(=O)O1.C[C@@H]1COC(=O)O1.C[C@@H]1COC(=O)O1.C[C@@H]1COC(=O)O1" homo_lumo_gap_ev=8.19 lumo_ev=-0.15 energy_ha=-3079.26044
C -2.46373 -3.87842 0.22259 -0.022
C -3.50377 -2.78101 0.08832 -0.328
C -4.50788 -2.94583 -1.03676 -0.020
N -3.59887 -1.76461 0.87623 0.131
C -2.43224 -0.96258 0.97893 -0.204
C -1.36788 -1.30994 1.80556 -0.027
C -0.22770 -0.56581 1.93656 -0.053
C -0.09767 0.58533 1.18433 -0.018
C -1.13299 0.94788 0.37396 -0.094
C -2.30564 0.21723 0.26287 -0.021
C -3.37159 0.78239 -0.64857 -0.228
O -4.05605 0.10581 -1.39601 0.117
C -3.48671 2.28963 -0.58458 -0.086
C -4.69159 2.93535 -0.63992 -0.009
C -4.68565 4.30209 -0.52969 -0.068
C -3.53451 5.02757 -0.37536 -0.029
C -2.30083 4.39562 -0.34536 -0.131
C -1.06095 5.27561 -0.20296 -0.062
C -0.08346 4.80184 0.85382 -0.193
C -0.47750 4.65684 2.16730 -0.046
C 0.38073 4.24736 3.15041 -0.097
C 1.67711 3.92920 2.83542 -0.087
C 2.10738 4.06895 1.53586 -0.052
C 1.24310 4.51902 0.56266 -0.229
C 1.83873 4.67898 -0.83540 -0.034
C -2.31754 3.01612 -0.45967 -0.034
C -1.04622 2.19939 -0.45279 -0.234
O -0.04973 2.49102 -1.08495 0.128
H -1.49294 -3.52263 -0.15671 0.095
H -2.72235 -4.73618 -0.39215 0.051
H -2.32669 -4.23330 1.24344 0.088
H -4.43186 -3.95400 -1.45102 0.066
H -4.22298 -2.23700 -1.81596 0.078
H -5.51896 -2.75632 -0.67042 0.087
H -1.46279 -2.21140 2.40266 0.116
H 0.55756 -0.87060 2.61903 0.114
H 0.76822 1.24173 1.22616 0.117
H -5.61968 2.39047 -0.76496 0.126
H -5.61797 4.85952 -0.54070 0.112
H -3.61704 6.10474 -0.27819 0.118
H -1.42400 6.25834 0.12118 0.122
H -0.58117 5.41262 -1.17100 0.115
H -1.49679 4.89077 2.47140 0.123
H 0.08053 4.15623 4.18865 0.104
H 2.38530 3.58217 3.58096 0.108
H 3.12575 3.82765 1.24839 0.103
H 2.28608 5.66937 -0.95157 0.088
H 1.10422 4.47284 -1.60899 0.055
H 2.60017 3.90112 -0.94557 0.073
C -8.06408 -7.11294 0.38251 -0.014
C -6.58008 -7.01668 0.63670 -0.330
C -6.07165 -5.61106 0.77840 -0.092
O -4.70796 -5.74290 0.35470 0.023
C -4.66354 -6.78878 -0.51434 -0.554
O -3.72633 -7.04840 -1.19776 0.163
O -5.82672 -7.48611 -0.49708 0.095
H -8.34639 -8.14215 0.16047 0.089
H -8.62783 -6.77346 1.25194 0.085
H -8.35132 -6.51211 -0.48254 0.090
H -6.30518 -7.62898 1.49782 0.148
H -6.12791 -5.24602 1.80104 0.130
H -6.57046 -4.89878 0.11502 0.132
C 4.15794 -0.60401 -2.74789 -0.013
C 4.26986 -0.27071 -1.28164 -0.317
C 2.99692 0.24125 -0.65968 -0.092
O 3.49818 1.05445 0.41329 0.049
C 4.72321 1.49305 0.04129 -0.569
O 5.33074 2.34398 0.61125 0.143
O 5.15891 0.84245 -1.06404 0.088
H 5.13743 -0.84131 -3.16017 0.080
H 3.49724 -1.45794 -2.90142 0.099
H 3.77544 0.24276 -3.31372 0.083
H 4.66688 -1.12738 -0.72797 0.159
H 2.35959 -0.55319 -0.27715 0.136
H 2.41220 0.87668 -1.32963 0.138
C 9.54718 1.73068 -4.27684 -0.012
C 8.37238 0.78625 -4.31183 -0.330
C 8.30053 -0.07804 -5.54488 -0.096
O 6.89434 -0.33406 -5.64940 0.062
C 6.25377 0.71585 -5.07251 -0.570
O 5.08538 0.91342 -5.15236 0.150
O 7.12698 1.50249 -4.39608 0.087
H 9.46584 2.41167 -3.42930 0.077
H 10.48564 1.18203 -4.19582 0.094
H 9.57810 2.34884 -5.17557 0.094
H 8.34838 0.18169 -3.40017 0.159
H 8.85593 -1.00809 -5.44563 0.139
H 8.62550 0.43957 -6.45059 0.140
C -10.42486 -6.81772 5.48454 -0.022
C -8.94053 -6.71392 5.73227 -0.332
C -8.42568 -5.30376 5.87522 -0.093
O -7.06613 -5.43726 5.44128 0.071
C -7.02386 -6.47779 4.57445 -0.551
O -6.09246 -6.74245 3.88440 0.161
O -8.18845 -7.17460 4.59594 0.083
H -10.70246 -7.84790 5.26187 0.089
H -10.98746 -6.48315 6.35595 0.092
H -10.71863 -6.21632 4.62263 0.090
H -8.65840 -7.32948 6.59100 0.161
H -8.47049 -4.93532 6.89746 0.141
H -8.93051 -4.59395 5.21532 0.140
C 7.11036 5.01290 -1.47524 -0.016
C 8.49490 5.07837 -0.88301 -0.328
C 8.94722 6.46539 -0.50411 -0.096
O 10.37198 6.35823 -0.61865 0.063
C 10.62770 5.39430 -1.53982 -0.562
O 11.69544 5.18037 -2.01281 0.163
O 9.49593 4.70938 -1.84976 0.071
H 6.90020 4.00878 -1.84431 0.084
H 6.35828 5.27593 -0.73160 0.092
H 7.01682 5.68941 -2.32708 0.091
H 8.57418 4.38732 -0.03917 0.162
H 8.66108 6.74425 0.50753 0.139
H 8.60182 7.23381 -1.20018 0.139


Entry 3:
20
Properties=species:S:1:pos:R:3:nbo_charge:R:1 method="wB97M-V/def2-TZVPD" de_lowest_kj_mol=86.6 smiles="O=CCCCS.O.O" homo_lumo_gap_ev=9.44 lumo_ev=0.49 energy_ha=-783.45326
O 2.25429 2.46654 -0.53501 -0.526
C 1.30878 1.86697 -0.00046 0.447
C 1.04879 0.36156 -0.38785 -0.494
C -0.26480 -0.05464 0.27078 -0.472
C -0.64240 -1.44431 0.43329 -0.408
S -2.38538 -1.59636 1.34375 -0.133
H 0.57796 2.31825 0.64643 0.123
H 1.96082 -0.14461 0.04417 0.209
H 1.06850 0.17715 -1.50989 0.237
H -0.31994 0.43682 1.21852 0.202
H -1.01783 0.59084 -0.29329 0.229
H -0.02069 -1.82016 1.27877 0.221
H -0.84566 -2.02314 -0.48823 0.235
H -3.03046 -1.03753 0.32232 0.116
O 1.81643 -3.14930 -0.28983 -0.933
H 2.05232 -3.79720 0.40513 0.471
H 2.53975 -2.53716 -0.27389 0.467
O -1.92508 2.72111 -0.74852 -0.946
H -1.99563 3.40809 -1.48292 0.478
H -2.17975 3.25706 0.04673 0.474


Entry 4:
7
Properties=species:S:1:pos:R:3:nbo_charge:R:1 method="wB97M-V/def2-TZVPD" de_lowest_kj_mol=195.0 smiles="F[Si](=S)S.F" homo_lumo_gap_ev=9.64 lumo_ev=-0.62 energy_ha=-1286.90743
F -2.92832 0.02066 -0.27450 -0.632
Si -1.44101 -0.15348 0.09087 1.568
S -0.33035 -1.74928 0.25369 -0.713
S -0.63434 1.80798 0.06294 -0.418
H 0.66429 1.33718 0.16794 0.206
F 2.74923 -0.39886 -0.15799 -0.581
H 1.92050 -0.86420 -0.14294 0.570


Entry 5:
11
Properties=species:S:1:pos:R:3:nbo_charge:R:1 method="wB97M-V/def2-TZVPD" de_lowest_kj_mol=295.0 smiles="CC1=N[C@H]1C=O" homo_lumo_gap_ev=10.11 lumo_ev=0.73 energy_ha=-285.30224
C 1.47723 -0.76422 -0.75225 -0.668
C 0.67747 0.20718 -0.06192 0.249
N 0.42498 1.47635 -0.17582 -0.309
C -0.36926 0.64262 0.79512 -0.231
C -1.98389 0.35716 0.40444 0.440
O -2.74702 -0.01137 1.22697 -0.504
H 1.70164 -1.65713 -0.02945 0.233
H 2.34028 -0.33182 -1.06280 0.240
H 0.95721 -1.26921 -1.53531 0.254
H -0.28618 0.82954 1.95765 0.196
H -2.19245 0.52090 -0.76662 0.098


Entry 6:
17
Properties=species:S:1:pos:R:3:nbo_charge:R:1 method="wB97M-V/def2-TZVPD" de_lowest_kj_mol=31.5 smiles="CC(N)=O.CC" homo_lumo_gap_ev=10.64 lumo_ev=0.76 energy_ha=-289.00502
C -1.74382 -0.85873 0.47057 -0.721
C -1.20259 -1.03567 -0.91880 0.672
N -1.29246 0.05037 -1.76127 -0.838
O -0.61282 -2.03362 -1.28013 -0.614
H -2.26768 0.07386 0.63245 0.209
H -0.98578 -1.08991 1.20747 0.249
H -2.52587 -1.61007 0.61298 0.240
H -0.64563 -0.00409 -2.52954 0.408
H -1.77329 0.88770 -1.46430 0.394
C 2.31916 0.89261 1.78572 -0.615
C 2.15261 2.29502 1.20914 -0.610
H 3.22070 0.87219 2.41129 0.205
H 1.60006 0.62788 2.56144 0.202
H 2.37420 0.09915 1.04406 0.210
H 2.75572 2.38167 0.30603 0.204
H 2.62212 3.02171 1.88020 0.204
H 1.13637 2.59026 0.97159 0.201


Entry 7:
67
Properties=species:S:1:pos:R:3:nbo_charge:R:1 method="wB97M-V/def2-TZVPD" homo_lumo_gap_ev=8.27 lumo_ev=0.37 energy_ha=-3728.40354
N -6.85729 -8.07957 -21.12655 -1.014
H -6.29011 -7.32090 -20.69785 0.443
H -7.88325 -8.00032 -21.03197 0.469
H -6.61886 -9.01150 -20.69055 0.445
H -6.57358 -8.15143 -22.12654 0.445
Br -5.99565 -9.38385 -23.92412 -0.864
C -9.07036 -6.45132 -18.92312 -0.631
C -9.21750 -7.95431 -18.79114 -0.084
C -10.23270 -8.28224 -17.72457 -0.070
O -10.39142 -9.68534 -17.66781 -0.556
C -10.66529 -10.17099 -16.38208 -0.240
N -9.58601 -8.57659 -20.10201 -0.830
H -8.60596 -6.18118 -19.87264 0.226
H -8.42741 -6.06563 -18.13029 0.222
H -10.04903 -5.96775 -18.88561 0.204
H -8.28858 -8.43369 -18.45917 0.195
H -11.21025 -7.80338 -17.93977 0.164
H -9.97613 -7.86341 -16.73599 0.172
H -11.51469 -9.64250 -15.92304 0.165
H -9.81273 -9.99435 -15.70698 0.163
H -10.88843 -11.22622 -16.47169 0.198
H -10.06294 -9.45533 -19.89846 0.378
H -10.31207 -7.99457 -20.52608 0.346
C -6.39450 -11.80142 -18.36856 -0.626
C -5.52080 -11.49937 -19.59809 -0.086
C -4.95895 -12.84096 -20.10060 -0.068
O -3.76415 -12.71889 -20.88873 -0.549
C -3.90798 -12.03780 -22.12020 -0.267
N -6.38927 -10.84121 -20.60033 -0.879
H -5.76051 -11.89602 -17.47024 0.213
H -6.85055 -12.79478 -18.41310 0.211
H -7.12737 -11.02250 -18.17346 0.217
H -4.67555 -10.85107 -19.37372 0.195
H -5.72046 -13.38424 -20.67052 0.168
H -4.59458 -13.41671 -19.24502 0.188
H -3.77502 -10.96189 -22.00045 0.178
H -4.85746 -12.27137 -22.62249 0.177
H -3.15530 -12.42085 -22.81663 0.194
H -5.98767 -10.84494 -21.53817 0.409
H -7.28445 -11.31405 -20.65508 0.366
C -5.69103 -4.50316 -19.10636 -0.621
C -4.57961 -5.47947 -19.42539 -0.069
C -4.44442 -6.57890 -18.39813 -0.060
O -5.69297 -7.23859 -18.22622 -0.567
C -5.91875 -7.77433 -16.94016 -0.244
N -4.74198 -6.06687 -20.76678 -0.848
H -5.83976 -3.80089 -19.93726 0.213
H -5.43428 -3.88401 -18.24638 0.214
H -6.65552 -4.99030 -18.97149 0.218
H -3.62408 -4.92596 -19.34825 0.170
H -4.06037 -6.19562 -17.45131 0.180
H -3.74269 -7.33541 -18.78359 0.172
H -5.35785 -7.25562 -16.15075 0.172
H -5.61879 -8.83033 -16.87790 0.176
H -6.98111 -7.67911 -16.70651 0.181
H -3.97955 -6.70670 -20.96032 0.372
H -4.74405 -5.32725 -21.45908 0.378
C -9.29166 -7.58340 -23.33859 -0.105
C -8.86713 -6.82120 -24.58762 -0.072
O -7.50961 -6.60574 -24.69298 -0.746
O -8.83398 -6.94099 -22.11084 -0.748
H -8.95015 -8.61463 -23.34636 0.208
H -10.39072 -7.55225 -23.33264 0.160
H -9.36041 -5.84109 -24.55285 0.156
H -9.28629 -7.33572 -25.46994 0.158
H -7.06534 -7.44572 -24.45036 0.494
H -9.52201 -6.32608 -21.84775 0.468


Entry 8:
56
Properties=species:S:1:pos:R:3:nbo_charge:R:1 method="wB97M-V/def2-TZVPD" de_lowest_kj_mol=1885.9 homo_lumo_gap_ev=8.48 lumo_ev=0.61 energy_ha=-1298.26461
C 2.01533 2.36138 -2.84110 -0.617
C 1.30689 1.85446 -1.73641 -0.051
H 0.99611 2.78788 -1.12135 0.176
O 1.89816 0.85821 -1.00166 -0.463
C 2.83763 1.09564 -0.25514 0.372
C 3.14704 2.49230 0.21792 -0.343
C 4.12895 2.70707 1.23866 -0.167
C 4.84219 1.82235 1.60230 -0.272
C 4.42008 0.52024 1.38821 -0.149
C 3.49841 0.18860 0.57482 0.042
N 2.97311 -0.90810 0.35561 -0.501
C 1.62030 -1.32818 0.57283 0.719
C 1.27526 -2.91162 0.16268 -0.366
C -0.05932 -2.97854 0.46433 0.188
N -0.99365 -2.31179 0.86217 -0.530
C -2.47209 -2.55078 1.03016 -0.214
C -2.92289 -2.19355 -0.38677 -0.428
H -4.05361 -2.34109 -0.41367 0.200
H -2.34152 -2.44254 -1.31598 0.242
C -2.78773 -0.47742 -0.50692 -0.138
N -3.36191 0.24859 0.37748 -0.517
C -4.88401 0.34938 0.69208 -0.199
H -5.10745 -0.66891 0.65802 0.179
H -5.10130 0.79271 1.65055 0.203
C -5.50694 1.11683 -0.85772 -0.656
H -6.49065 0.95148 -0.43317 0.209
H -5.31099 0.25464 -1.56195 0.241
H -5.15132 2.14421 -0.74200 0.231
C -2.80562 1.54630 0.66991 -0.147
C -1.37979 1.52441 1.40894 -0.616
H -0.62731 1.10932 0.77960 0.221
H -1.08644 2.55533 1.34871 0.213
H -1.54131 1.15907 2.33684 0.203
H -3.45136 2.09916 1.06916 0.166
H -2.59327 1.95716 -0.43439 0.141
H -1.64389 -0.11855 -0.61608 0.220
H -3.14576 -0.22368 -1.77559 0.075
H -2.60702 -3.56712 1.28509 0.206
H -2.90033 -1.92024 1.72759 0.223
H -0.50904 -3.90769 0.14824 0.179
C 2.22009 -3.76511 -0.19061 0.589
O 1.69593 -4.73746 -0.46194 -0.574
N 3.33502 -3.26461 -0.51111 -0.613
C 3.87548 -2.10599 -0.24991 0.807
O 4.94960 -1.58884 -0.63168 -0.605
H 4.23867 -3.92431 -0.99886 0.442
O 1.11840 -0.71845 1.32130 -0.590
H -0.50760 -1.52868 1.33815 0.428
H 4.98302 -0.23678 1.88106 0.215
H 5.52943 2.07370 2.47164 0.211
H 4.53358 3.90626 1.21303 0.192
H 2.74732 3.45413 -0.37726 0.204
H 0.44500 1.40627 -2.18614 0.189
H 1.43856 2.98111 -3.40580 0.219
H 2.99484 2.78371 -2.48286 0.207
H 2.27973 1.61814 -3.35102 0.202